Molecular formula: C4H7N3O
Method: DFT, wB97M-V/def2-TZVPD

Structure (XYZ):
```
15
Properties=species:S:1:pos:R:3:forces:R:3:lowdin_charge:R:1
C 0.1524 1.8732 1.8017 -2.7 2.7 6.3 -0.1347
C 0.3867 1.0953 0.6257 3.7 -2.5 -1.2 -0.3975
C -0.6721 -0.1231 0.5157 2.4 0.7 1.4 -0.4055
C 0.2215 -0.7592 -1.5697 0.2 -2.8 0.4 -0.3372
H -1.1605 1.7757 2.3925 4.1 0.5 -2.6 0.1785
H 0.5772 1.0786 2.7909 -0.6 2.9 -3.1 0.1793
H 0.4521 3.1097 1.7788 -0.3 -4.1 0.3 0.1355
H -2.1138 -1.0309 1.5142 2.2 1.5 0.2 0.1112
H 1.1758 0.1205 -1.7162 -3.4 -2.5 0.3 0.1922
H -0.9135 -2.7915 -2.3546 4.2 3.9 -0.4 0.2447
H 1.4623 -1.7613 -2.9584 -5.0 -0.9 0.7 0.2515
N -1.3776 -0.2149 1.5906 -2.3 -2.0 -2.3 0.0797
N -0.3747 -1.0927 -0.4265 -0.7 1.6 -2.2 0.0331
N -0.0237 -1.7489 -2.6305 3.1 0.5 1.0 -0.0939
O 1.5527 1.0471 0.0722 -4.8 0.6 1.4 -0.0370
```
Positions in Å, forces in eV/Å.

## Properties
Total charge   0
E   -10769.6732 eV
Relative energy (zero: lowest compared OMol25 entry of this formula, charge and spin)   232.3 kcal per mole

***

Molecular formula: C4H7N3O
Method: DFT, wB97M-V/def2-TZVPD

Structure (XYZ):
```
15
Properties=species:S:1:pos:R:3:forces:R:3:lowdin_charge:R:1
C -0.3153 -1.1469 -1.4246 0.4 1.4 -2.7 -0.1634
N -1.0913 -0.8584 -0.2305 0.0 -0.6 0.0 -0.1421
C -0.9641 0.4317 0.4714 -1.6 -0.3 -2.3 -0.1828
C 0.4066 1.0195 0.3992 2.2 -2.9 4.8 -0.3031
C 0.7887 2.1356 -0.2967 5.0 6.5 -5.4 -0.1629
N 1.4284 2.9506 -0.9461 -4.1 -4.4 3.7 0.1752
N 1.4288 0.5677 1.1794 -3.7 -0.7 -2.0 0.1207
O 0.9880 -0.6929 1.7882 1.8 2.3 0.9 -0.0929
H 0.8135 -1.2697 -1.2365 -1.5 -0.3 -0.3 0.0848
H -0.3378 -0.1982 -2.1482 -0.2 -1.9 1.4 0.1066
H -0.8091 -2.0243 -2.0584 1.3 1.7 1.6 0.1083
H -0.8506 -1.5859 0.4235 -0.2 -0.1 0.3 0.0819
H -1.3322 0.1864 1.4500 0.5 0.4 0.8 0.1128
H -1.7493 1.1264 0.0490 1.1 -0.4 0.2 0.1358
H 1.5958 -0.6416 2.5803 -0.9 -0.6 -1.1 0.1208
```
Positions in Å, forces in eV/Å.

## Properties
Structure (SMILES)   CNC/C(C#N)=N\O
Total charge   0
E   -10775.2755 eV
Relative energy (zero: lowest compared OMol25 entry of this formula, charge and spin)   103.1 kcal per mole

***

Molecular formula: C4H7N3O
Method: DFT, wB97M-V/def2-TZVPD

Structure (XYZ):
```
15
Properties=species:S:1:pos:R:3:forces:R:3:lowdin_charge:R:1
H -3.7659 -1.3022 0.2470 -0.2 -0.4 0.1 0.0452
N -2.7575 -1.2580 0.1533 0.0 0.2 -0.2 0.1009
C -2.4875 -0.0485 -0.0955 0.8 -0.2 0.1 -0.2846
N -1.1795 0.4885 -0.2526 -2.8 1.6 0.5 0.0855
C -0.3048 -0.3626 -0.1743 4.7 -1.0 -0.3 -0.1613
N 1.0680 0.0279 -0.0567 -2.2 0.3 -0.4 -0.0724
C 1.4423 1.4769 0.0641 3.2 -2.3 3.1 -0.0197
C 1.9903 -0.9807 -0.0458 0.1 -0.9 1.1 -0.3198
O 1.8419 -2.1873 -0.0704 -0.7 0.8 -0.5 0.0434
H -3.2089 0.7183 -0.0937 -1.1 0.9 -0.3 0.0874
H -0.3897 -1.4289 -0.2604 -0.3 -0.5 0.3 0.1272
H 0.8624 2.0499 -0.5483 -1.5 1.4 -1.7 0.0319
H 1.4036 1.8913 1.1621 -0.3 -1.0 -2.0 0.1242
H 2.5454 1.5010 -0.2203 -1.5 0.3 0.2 0.1005
H 2.9399 -0.5856 0.1914 1.7 0.7 -0.1 0.1115
```
Positions in Å, forces in eV/Å.

## Properties
Structure (SMILES)   [H]/N=C/N=C/N(C)C=O
Total charge   0
E   -10778.0299 eV
Relative energy (zero: lowest compared OMol25 entry of this formula, charge and spin)   39.6 kcal per mole

***

Molecular formula: C4H7N3O2
Method: DFT, wB97M-V/def2-TZVPD

Structure (XYZ):
```
16
Properties=species:S:1:pos:R:3:forces:R:3:lowdin_charge:R:1
C 0.5277 -2.0325 -0.6673 -0.2 0.0 -0.1 -0.0145
N -0.0297 -0.7073 -0.4125 -0.9 0.1 0.6 -0.0225
C -0.1368 1.5455 0.7181 1.9 0.1 -0.4 -0.4942
C -1.2023 -0.4357 -0.0592 -0.5 -2.0 -1.7 -0.1996
C 0.9985 0.6600 -0.3231 -0.9 2.5 1.9 -0.3422
O -0.6898 2.5788 0.0386 -0.2 -0.1 0.2 0.0677
N -2.4007 -0.3052 -0.1286 0.6 -0.1 0.1 0.2683
N 2.1825 0.5094 0.1577 0.2 -1.2 -0.4 0.0222
O -0.1495 1.4630 1.9230 -0.4 -0.1 -0.6 0.0667
H -1.1143 3.1755 0.6801 0.1 -0.1 0.0 0.1203
H -3.1311 -0.5254 0.5310 0.3 0.4 0.4 0.1050
H 2.2088 -0.0352 1.0184 0.0 0.5 0.2 0.0314
H 0.9015 1.1656 -1.2808 -0.2 -0.3 -0.2 0.1169
H -0.2348 -2.8044 -0.5775 0.0 0.1 0.0 0.0902
H 0.9471 -2.0424 -1.6739 0.0 0.0 0.1 0.0969
H 1.3227 -2.2101 0.0560 0.0 0.1 -0.1 0.0873
```
Positions in Å, forces in eV/Å.

## Properties
Total charge   0
E   -12822.7964 eV
Relative energy (zero: lowest compared OMol25 entry of this formula, charge and spin)   109.2 kcal per mole

***

Molecular formula: C4H7N3O2
Method: DFT, wB97M-V/def2-TZVPD

Structure (XYZ):
```
16
Properties=species:S:1:pos:R:3:forces:R:3:lowdin_charge:R:1
C -1.1877 -0.4643 -0.9880 -0.2 -0.2 -0.2 -0.0788
O -0.5460 0.7264 -0.5502 0.3 0.2 0.3 -0.1084
C 0.4490 0.5424 0.3695 4.2 -0.8 -0.8 -0.1803
C 0.3739 0.5255 1.7817 0.9 0.0 -0.7 -0.3881
N -0.7392 0.7999 2.5199 -0.2 0.1 0.2 0.1417
N 1.5481 0.3009 2.3393 -0.9 0.2 1.2 0.0685
O 2.4782 0.1774 1.3286 0.3 -0.1 -1.4 -0.0036
C 1.9024 0.2965 0.1395 -4.6 0.8 1.1 -0.2784
N 2.6400 0.1446 -0.9937 0.3 0.0 0.2 0.1551
H -1.0594 -1.2730 -0.2668 0.0 0.0 0.0 0.0936
H -0.7861 -0.7895 -1.9538 0.0 0.0 0.1 0.0865
H -2.2505 -0.2420 -1.0973 0.1 0.0 -0.1 0.0856
H -1.6171 0.6969 2.0429 0.0 -0.1 0.1 0.0928
H -0.7093 0.5213 3.4853 -0.1 0.0 0.0 0.0979
H 2.2888 0.6245 -1.8088 0.0 0.0 0.1 0.1081
H 3.6345 0.2397 -0.8381 -0.1 0.0 -0.2 0.1079
```
Positions in Å, forces in eV/Å.

## Properties
Structure (SMILES)   COc1c(N)noc1N
Total charge   0
E   -12824.6237 eV
Relative energy (zero: lowest compared OMol25 entry of this formula, charge and spin)   67.0 kcal per mole

***

Molecular formula: C4H7N3O4S
Method: DFT, wB97M-V/def2-TZVPD

Structure (XYZ):
```
19
Properties=species:S:1:pos:R:3:forces:R:3:lowdin_charge:R:1
H -2.0799 -2.7748 4.2628 0.0 0.6 0.8 0.0727
N -2.3806 -2.8530 3.3257 -0.5 -0.8 -2.3 0.1681
C -2.6308 -2.0390 2.4685 0.3 -1.1 -1.4 -0.1263
O -2.9019 -2.6200 0.8485 0.7 0.5 3.3 -0.5755
S -2.6617 -1.5731 -0.3383 0.0 0.6 -0.1 0.9320
C -0.8862 -1.2315 -0.2987 0.6 -0.5 0.2 -0.7283
O -0.1857 -1.4066 0.6618 -0.3 0.0 0.0 0.0491
N -0.4200 -0.8213 -1.5469 0.1 -0.6 1.6 0.0229
O 0.8639 -0.2690 -1.5517 -0.6 -0.2 -0.7 0.0250
C 1.0007 1.0322 -1.0916 -0.7 -0.8 0.3 -0.5779
O 0.0967 1.7058 -0.6772 -0.4 0.0 -0.2 0.1085
N 2.2791 1.3778 -1.1572 2.3 0.5 -1.2 0.0323
C 2.6776 2.7705 -0.9856 -5.7 -0.2 0.1 -0.0358
H -2.6641 -0.9654 2.4647 -0.2 0.5 -0.6 0.1081
H -1.1733 -0.4165 -2.0649 0.3 1.0 -1.0 0.1161
H 3.0632 0.8231 -1.4905 -1.1 -0.6 0.0 0.1563
H 2.9920 2.7849 -0.0036 0.7 1.2 2.1 0.0612
H 3.3631 3.1327 -1.6482 2.0 0.4 -1.9 0.0477
H 1.6478 3.3434 -1.1776 2.5 -0.7 0.9 0.1438
```
Positions in Å, forces in eV/Å.

## Properties
Structure (SMILES)   [H]/N=C/OSC(=O)NOC(=O)NC
Total charge   0
E   -27753.2460 eV
Relative energy (zero: lowest compared OMol25 entry of this formula, charge and spin)   65.9 kcal per mole

***

Molecular formula: C4H7N3S
Method: DFT, wB97M-V/def2-TZVPD

Structure (XYZ):
```
15
Properties=species:S:1:pos:R:3:forces:R:3:lowdin_charge:R:1
C 2.4641 -0.1086 -0.5192 3.4 2.3 0.1 -0.0794
N 1.4709 -0.3085 0.2237 0.4 -1.2 -0.2 -0.0776
N 0.3622 -0.8393 -0.3785 -1.9 0.0 0.2 -0.0768
C -0.7720 -0.6770 0.5729 0.3 -3.7 -0.9 -0.4075
C -2.0682 -1.2984 -0.0391 0.6 0.0 -2.1 -0.1646
N -2.8529 -1.6981 -0.8101 1.4 0.8 2.1 0.1460
C -1.0326 0.7448 0.8710 0.9 2.6 4.7 -0.6398
S -1.4330 1.9444 -0.4334 2.6 -1.2 -2.0 0.6396
H 3.4300 0.2022 0.0350 -1.7 -0.5 -0.8 0.0877
H 2.6003 0.0449 -1.6377 -0.9 -0.9 1.1 0.0917
H 0.0939 -0.3260 -1.1972 0.1 0.1 -1.0 0.0675
H -0.4416 -1.4872 1.3606 -0.9 2.4 -0.5 0.1778
H -0.1372 1.4129 1.2927 -1.4 -2.6 -0.4 0.0894
H -1.7253 0.6471 1.8162 0.5 1.2 -2.1 0.1267
H 0.0415 1.7468 -1.1570 -3.4 0.7 1.7 0.0192
```
Positions in Å, forces in eV/Å.

## Properties
Structure (SMILES)   C=NN[C@H](C#N)CS
Total charge   0
E   -19562.6250 eV
Relative energy (zero: lowest compared OMol25 entry of this formula, charge and spin)   118.8 kcal per mole

***

Molecular formula: C4H7N3S
Method: DFT, wB97M-V/def2-TZVPD

Structure (XYZ):
```
15
Properties=species:S:1:pos:R:3:forces:R:3:lowdin_charge:R:1
N 0.6847 -1.9038 -0.3343 0.0 -0.4 0.0 0.1256
C 0.9135 -0.5491 -0.2180 -0.1 0.6 0.2 -0.3682
N 2.1104 0.0277 -0.4674 -0.2 -0.4 0.0 0.0152
N 2.1158 1.3433 -0.1947 0.6 0.8 -0.1 0.0079
C 0.9029 1.6241 0.2337 0.3 -0.5 -0.2 -0.1601
C 0.1105 0.4753 0.2396 -4.4 -0.9 1.4 -0.1662
C -1.5788 0.3264 0.7644 4.0 0.2 -1.7 -0.4554
S -2.5299 -0.0492 -0.7361 0.3 0.1 0.0 0.6610
H -0.2959 -2.1394 -0.3527 0.0 0.0 -0.1 0.0744
H 1.1829 -2.3559 -1.0848 0.0 0.0 -0.1 0.0915
H 2.9535 -0.4166 -0.7934 -0.1 0.1 0.1 0.1544
H 0.6379 2.6204 0.5145 0.0 0.3 0.1 0.1006
H -1.6196 -0.4935 1.4714 -0.1 0.1 0.2 0.0409
H -1.8537 1.2847 1.1867 0.0 0.0 0.1 0.0450
H -3.7343 0.2055 -0.2290 -0.3 -0.1 0.1 -0.1667
```
Positions in Å, forces in eV/Å.

## Properties
Structure (SMILES)   Nc1[nH]ncc1CS
Total charge   0
E   -19565.8999 eV
Relative energy (zero: lowest compared OMol25 entry of this formula, charge and spin)   43.3 kcal per mole